# C35H34BrF4N4O12ReS2

A structure of composition C35H34BrF4N4O12ReS2 (wB97M-V/def2-TZVPD, the OMol25 dataset).

Geometry as XYZ:
```
93
Properties=species:S:1:pos:R:3:forces:R:3
Re 0.49094 -2.16387 -0.99974 0.6694 0.3010 -0.1895
F -5.74251 0.27238 -1.96603 -0.0535 0.0348 0.0845
C -4.90746 0.66968 -0.98087 0.2137 -0.1505 -0.0546
C -3.65052 0.13687 -0.97213 -0.1551 0.1122 0.0099
C -2.74148 0.47353 0.03294 0.0130 -0.0478 -0.0307
C -1.42068 -0.12301 0.03207 0.1751 0.4722 0.7432
O -1.17411 -1.01840 -0.83433 -0.0490 -0.2876 -0.0958
C -0.53621 0.33480 1.03739 0.0903 -0.4462 -0.5042
C -1.00753 1.17542 2.00429 -0.1350 -0.0103 0.0365
N -2.25877 1.66728 2.05417 0.4392 0.0593 0.0322
C -2.68159 2.40548 3.22198 -0.1565 0.1529 0.3163
C -1.72535 3.33188 3.90921 0.0743 -0.0776 -0.0174
C -2.89161 3.89273 3.15963 -0.0424 0.1151 -0.1092
C -3.14526 1.36418 1.04158 -0.0796 -0.2630 -0.3517
C -4.42804 1.91899 0.99154 -0.1673 0.0180 0.0779
C -5.33729 1.59122 -0.00631 0.3204 0.0517 0.1082
N -6.59211 2.22949 -0.04102 -0.1430 0.0083 -0.1396
C -7.35018 2.44182 1.17828 -0.0773 0.0109 -0.0282
C -7.93273 3.86808 1.13037 0.1321 -0.3113 0.6012
N -8.08528 4.25225 -0.30537 -0.0216 0.2297 -0.1270
C -8.61361 3.09913 -1.08331 -0.0898 -0.5511 -0.2932
C -7.49250 2.05028 -1.17774 0.1314 -0.0421 -0.0801
C 0.94288 -0.01124 1.11989 -0.2773 0.4184 0.1919
O 1.61294 0.58603 1.93463 -0.0306 -0.0290 -0.0208
O 1.42137 -0.87418 0.29100 0.2299 -0.7771 -0.5036
H -3.35384 -0.56096 -1.74144 -0.0224 -0.0258 -0.0332
H -0.32657 1.45664 2.79511 -0.0269 0.0199 0.0204
H -3.35433 1.83055 3.85002 0.0414 0.0261 -0.0237
H -0.74508 3.47412 3.47889 0.0032 0.0058 -0.0852
H -1.72939 3.34858 4.98855 -0.0878 -0.0523 0.0156
H -2.67674 4.39094 2.22515 0.0537 -0.0303 -0.0779
H -3.71266 4.32124 3.71679 -0.0496 -0.0639 0.0429
H -4.70046 2.64276 1.74462 -0.0069 0.0335 0.0019
H -6.72812 2.32155 2.06008 -0.0360 0.0366 -0.0218
H -8.16457 1.70981 1.25414 0.0605 -0.0028 0.0401
H -7.27957 4.59117 1.61680 -0.0055 0.0487 -0.1449
H -8.91104 3.90033 1.60813 -0.0245 0.1116 -0.1169
H -7.15580 4.46811 -0.67885 -0.0694 0.0959 0.0705
H -8.67861 5.07747 -0.40193 0.0710 -0.0157 -0.0044
H -8.91934 3.41297 -2.07949 0.0146 0.1646 0.0932
H -9.49029 2.71768 -0.56177 0.0234 0.1228 0.0628
H -6.92794 2.19818 -2.09615 -0.0678 0.0058 0.0110
H -7.93963 1.05080 -1.21570 -0.0319 0.0932 -0.0120
F 2.91519 -3.88964 -4.23934 -0.0676 -0.0407 -0.0391
C 2.73980 -4.92900 -3.41691 0.1814 0.2168 0.0825
F 1.46810 -5.33249 -3.54977 0.0865 -0.0022 -0.0148
F 3.52549 -5.92558 -3.80849 0.0477 0.0082 0.0190
S 3.19146 -4.41159 -1.68661 -0.3424 -0.6168 -1.1780
O 3.17003 -5.61074 -0.91897 0.0530 -0.0115 0.3013
O 4.39806 -3.70811 -1.94026 0.3152 0.4601 0.4980
O 2.01765 -3.54362 -1.36189 -0.3550 0.8596 0.4928
Br -0.87877 -4.03128 -2.13706 -0.2012 -0.2706 -0.0982
C -0.24753 -5.61484 -1.19742 0.1021 0.0798 0.0826
C -0.22886 -6.78242 -1.93681 -0.1670 0.1645 -0.1108
C 0.23884 -7.94456 -1.34868 -0.0444 0.0280 0.0487
C 0.68565 -7.92419 -0.03705 0.0090 0.0392 0.0051
C 0.64400 -6.74869 0.68734 -0.1404 -0.0387 -0.0628
C 0.16093 -5.56669 0.12650 -0.0608 0.2948 0.2500
C 0.02779 -4.39352 1.08449 -0.1101 -1.7131 0.1767
O -0.02101 -4.61601 2.26712 0.0394 0.4753 -0.2355
O -0.11035 -3.19522 0.57487 0.4045 1.8817 -0.9504
H -0.56571 -6.77572 -2.96228 0.0169 -0.0430 -0.0507
H 0.25274 -8.86044 -1.92125 0.0167 -0.0281 -0.0385
H 1.05222 -8.82852 0.42666 0.0558 -0.0122 -0.0032
H 0.95992 -6.72025 1.71966 0.0095 0.0293 0.0074
C 8.22922 4.71135 1.60020 0.0513 -0.0601 -0.0099
C 7.76062 3.37535 1.09964 -0.0448 -0.0172 -0.0223
C 6.64864 2.74884 1.65259 -0.0010 0.0130 -0.1135
C 6.21249 1.52149 1.17593 0.0028 -0.0749 0.0412
C 6.90407 0.91647 0.14341 0.0411 -0.4900 0.0487
C 8.01307 1.51978 -0.42481 0.0764 -0.0328 0.0432
C 8.43982 2.74351 0.05873 -0.1209 -0.0200 0.0016
S 6.35107 -0.66288 -0.49462 0.0192 1.8927 0.0214
O 5.64164 -1.31328 0.56293 -0.2169 -0.2170 -0.3256
O 7.46726 -1.24752 -1.16945 -0.1967 -0.2745 -0.2692
N 5.27697 -0.05904 -1.64826 0.3914 -0.4212 0.2105
C 3.85906 -0.30311 -1.46377 -0.2556 -0.4842 0.1533
C 2.97294 0.72347 -2.16650 -0.3754 -0.7405 0.1004
C 1.49007 0.29084 -2.20254 0.1115 1.4142 0.3916
O 0.61233 1.10399 -2.01940 0.0751 -0.2355 -0.0739
O 1.18193 -0.99454 -2.45472 -0.2251 -1.5639 1.2662
H 7.57810 5.09187 2.38426 -0.0092 0.0318 0.0214
H 8.25252 5.43441 0.78469 0.0120 0.0639 0.0212
H 9.24000 4.63231 2.00131 0.0261 0.0582 0.0272
H 6.11446 3.22689 2.46311 -0.0139 0.0236 0.0431
H 5.35281 1.02417 1.60282 -0.0356 -0.0024 0.0884
H 8.53485 1.01291 -1.22338 0.0869 0.0162 -0.0289
H 9.31062 3.21589 -0.37646 0.0459 0.0349 -0.0167
H 5.62088 -0.23004 -2.58366 0.1202 -0.1798 0.0105
H 3.67125 -0.29333 -0.39042 -0.0984 0.0103 -0.0943
H 3.60024 -1.29777 -1.82120 -0.0496 -0.1548 0.0130
H 3.28810 0.86041 -3.20404 0.0212 0.0198 -0.0257
H 3.02004 1.67793 -1.64534 -0.1368 0.0649 -0.1994
```
Forces are in eV/Å.

E_HOMO (spin up / spin down) (eV): -9.791 / -9.790
Expectation value of S²: 0.76
Total charge: +1
Kohn-Sham gap (spin up / spin down) (Eh): 0.21848 / 0.22337
Multiplicity: 2